The following is a DFT calculation (ωB97M-V/def2-TZVPD) of CH2N4O in the gas phase.

Geometry (Å):
N1 1.441 0.197 -0.206
C1 0.063 0.032 -0.138
N2 -0.605 -0.552 0.924
N3 -1.825 -0.559 0.637
O1 -1.974 0.022 -0.592
N4 -0.771 0.377 -1.076
H1 1.920 -0.580 0.233
H2 1.752 1.063 0.219

Properties
F_max in eV/A: 0.464
Relative energy (zero: lowest compared OMol25 entry of this formula, charge and spin) in kJ/mol: 165.4
SMILES string: Nc1nnon1
Lowest unoccupied orbital energy in eV: 0.3
HOMO-LUMO gap in Ha: 0.4092



The following is a DFT calculation (ωB97M-V/def2-TZVPD) of CH2N4O in the gas phase.

Geometry (Å):
H1 -0.716 -0.345 2.359
N1 -1.253 -0.620 1.428
C1 -0.383 -0.208 0.557
N2 0.895 0.092 0.551
N3 1.241 0.450 -0.688
N4 0.253 0.384 -1.437
O1 -0.812 -0.048 -0.740
H2 1.559 -0.167 1.240

Properties
F_max in eV/A: 5.723
Relative energy (zero: lowest compared OMol25 entry of this formula, charge and spin) in kJ/mol: 197.9
SMILES string: [H]/N=c1\[nH]nno1
Lowest unoccupied orbital energy in eV: 0.5
HOMO-LUMO gap in Ha: 0.3713



The following is a DFT calculation (ωB97M-V/def2-TZVPD) of a molecular structure, CH2N4O.

Geometry (Å):
O1 0.541 1.778 -0.028
C1 0.065 0.595 -0.009
N1 1.047 -0.296 0.007
N2 0.540 -1.542 0.026
N3 -0.731 -1.463 0.022
N4 -1.069 -0.119 0.000
H1 1.650 0.892 -0.012
H2 -2.042 0.155 -0.007

Properties
F_max in eV/A: 0.416
Relative energy (zero: lowest compared OMol25 entry of this formula, charge and spin) in kJ/mol: 238.1
Lowest unoccupied orbital energy in eV: 0.6
HOMO-LUMO gap in Ha: 0.3957



The following is a DFT calculation (ωB97M-V/def2-TZVPD) of 2 unconnected molecules or ions with the total composition CH2N4O2.

Geometry (Å):
C1 -1.271 -2.010 -0.074
N1 -1.877 -2.855 0.446
N2 0.155 -0.178 -0.312
N3 -0.759 -1.026 -0.751
N4 -2.572 0.644 0.150
O1 -3.643 0.976 -0.242
O2 -1.629 1.309 0.520
H1 0.247 -0.190 0.736
H2 0.336 0.746 -0.821

Properties
F_max in eV/A: 2.611
Relative energy (zero: lowest compared OMol25 entry of this formula, charge and spin) in kJ/mol: 519.0
Lowest unoccupied orbital energy (alpha / beta) in eV: -1.3 / -2.2
HOMO-LUMO gap (alpha / beta) in Ha: 0.3423 / 0.2495



The following is a DFT calculation (ωB97M-V/def2-TZVPD) of a molecular structure, CH2N4O2.

Geometry (Å):
C1 3.119 0.374 0.021
N1 3.352 1.490 0.039
N2 -0.358 -0.044 -0.083
N3 1.039 0.103 -0.115
N4 1.729 -0.991 -0.088
O1 3.184 -0.976 -0.198
O2 1.414 -2.094 0.250
H1 -0.789 0.758 -0.707
H2 -0.608 -1.014 -0.387

Properties
F_max in eV/A: 5.701
Relative energy (zero: lowest compared OMol25 entry of this formula, charge and spin) in kJ/mol: 645.0
Lowest unoccupied orbital energy in eV: 0.0
HOMO-LUMO gap in Ha: 0.3671



The following is a DFT calculation (ωB97M-V/def2-TZVPD) of CH2N4O2 in the gas phase.

Geometry (Å):
O1 0.634 -1.917 1.660
N1 0.993 -1.188 0.817
N2 1.546 -0.261 0.387
C1 1.075 0.635 -0.521
N3 -0.262 0.677 -0.665
N4 -0.974 -0.106 0.021
O2 -2.321 -0.067 -0.289
H1 1.683 1.395 -0.805
H2 -2.374 0.832 -0.606

Properties
F_max in eV/A: 3.300
Relative energy (zero: lowest compared OMol25 entry of this formula, charge and spin) in kJ/mol: 580.5
SMILES string: O=N/N=C\N=N\O
Lowest unoccupied orbital energy in eV: -0.6
HOMO-LUMO gap in Ha: 0.2814



The following is a DFT calculation (ωB97M-V/def2-TZVPD) of CH2N4O6 in the gas phase.

Geometry (Å):
N1 -0.255 0.411 0.266
C1 -0.398 -0.641 1.053
O1 -0.912 -0.738 2.129
N2 0.143 -1.832 0.458
O2 0.415 -1.953 -0.890
N3 1.662 -2.745 -1.018
O3 1.977 -2.932 -2.130
O4 -0.529 -3.010 0.782
N4 -1.815 -3.133 0.133
O5 -1.998 -2.290 -0.675
O6 -2.448 -4.042 0.506
H1 0.277 0.571 -0.651
H2 -0.815 1.294 0.465

Properties
F_max in eV/A: 5.403
Relative energy (zero: lowest compared OMol25 entry of this formula, charge and spin) in kJ/mol: 20.1
SMILES string: NC(=O)N(ON=O)O[N+](=O)[O-]
Lowest unoccupied orbital energy in eV: -0.7
HOMO-LUMO gap in Ha: 0.3569



The following is a DFT calculation (ωB97M-V/def2-TZVPD) of 2 unconnected molecules or ions with the total composition CH2N5.

Geometry (Å):
C1 0.419 0.642 -1.449
N1 1.141 1.448 -2.004
N2 -1.157 -0.559 3.545
N3 -0.703 -0.691 0.052
N4 -1.077 -0.715 2.462
N5 0.041 -0.320 -0.816
H1 2.040 1.776 -2.364
H2 -0.704 -1.582 0.575

Properties
F_max in eV/A: 7.963
Relative energy (zero: lowest compared OMol25 entry of this formula, charge and spin) in kJ/mol: 0.0
Net charge: +1
Spin multiplicity: 3
Lowest unoccupied orbital energy (alpha / beta) in eV: -4.8 / -8.3
HOMO-LUMO gap (alpha / beta) in Ha: 0.3800 / 0.3555